1.
Density functional theory data (ωB97M-V with the def2-TZVPD basis set) for a structure of composition C24H23N10O4PRuS2.

Last column: Mulliken spin population.
Element x y z (Å)
N: -0.325 -4.077 -0.560  -0.001
C: 4.655 1.308 -0.075  -0.032
C: -0.498 -2.747 -0.359  0.006
H: 0.951 -5.193 -1.855  0.001
H: 5.346 0.694 -0.630  -0.005
O: 1.590 2.663 -2.141  0.065
H: 4.535 3.707 2.291  0.003
H: 2.223 4.017 3.069  0.000
C: 2.829 2.845 1.349  0.012
N: 1.017 1.706 0.202  0.034
H: -1.770 2.170 -0.213  -0.014
C: -1.304 2.233 0.766  0.042
C: 0.586 -0.400 3.524  0.004
H: -4.763 -2.423 0.067  0.000
Ru: 0.469 0.534 -1.382  3.839
C: 3.294 1.106 -0.281  -0.050
C: 1.315 -0.214 2.385  0.015
C: 0.129 2.756 0.611  0.008
H: -1.889 2.917 1.379  0.000
H: 6.170 2.403 0.967  0.003
O: 0.177 3.799 -0.397  0.008
C: -1.612 -1.530 3.980  0.000
H: -1.526 -1.081 4.968  0.000
H: -4.920 0.678 -1.670  0.000
C: -0.447 -1.284 1.798  0.001
C: 0.640 -4.223 -1.514  0.012
O: 0.211 4.598 -2.653  0.013
C: 0.555 -0.145 -4.367  0.101
H: -0.848 -5.085 1.190  0.000
H: 1.772 -2.646 -2.567  0.001
C: 0.571 3.428 1.884  0.020
N: -0.554 -1.057 3.147  -0.001
N: -3.771 -0.671 -0.471  0.005
H: -4.591 -1.217 1.351  0.000
H: -2.578 -1.265 3.537  0.000
H: -1.579 -2.620 4.078  0.000
H: -0.197 3.869 2.496  0.002
C: 4.194 3.003 1.544  0.004
C: -2.421 -0.958 -0.430  -0.017
H: -2.463 1.314 -2.672  0.000
C: 1.867 3.511 2.182  -0.001
C: 1.276 -0.664 -6.565  -0.009
N: -1.768 -0.128 -1.273  0.105
N: 0.299 -2.063 -1.153  0.043
C: 5.110 2.262 0.814  0.021
C: -4.774 -1.348 0.277  0.001
S: 2.799 -0.156 -1.341  0.447
N: 0.324 -0.124 -3.217  0.075
N: 0.594 -0.162 -5.608  0.046
H: 0.771 -0.114 4.539  0.001
C: -3.951 0.290 -1.431  -0.012
C: -2.720 0.598 -1.917  0.018
S: 0.319 3.351 -1.959  -0.039
N: 0.666 -0.738 1.320  0.032
C: 1.020 -2.960 -1.869  -0.009
H: 2.276 0.252 2.290  0.000
N: 1.802 -1.052 -7.519  0.027
O: -0.798 2.441 -2.192  0.063
H: -2.102 -5.041 -0.059  0.000
H: -1.271 1.252 1.243  -0.005
C: -1.027 -5.132 0.113  -0.001
C: 2.329 1.910 0.391  0.118
H: -5.752 -0.943 0.020  0.000
H: -0.683 -6.095 -0.264  0.000
P: -1.780 -2.061 0.830  0.001

HOMO level (alpha / beta) ... -3.1 / -3.7 eV
Orbital gap (alpha / beta) ... 0.178 / 0.202 Ha
Spin multiplicity ... 6
Largest force on an atom ... 2.9 eV/A
Energy relative to the best compared isomer or geometry (same formula, charge and spin) ... 74.4 kcal per mole
Total charge ... -1



2.
Density functional theory data (ωB97M-V with the def2-TZVPD basis set) for a cluster of 2 separate species, C24H23N2O in total.

Last column: Löwdin charge in e.
Element x y z (Å)
H: -1.835 -2.425 -3.774  0.111
H: -0.550 -1.307 -4.277  0.106
H: 3.468 -1.309 3.462  0.096
C: -0.726 -1.018 -1.520  0.071
C: 3.789 -2.301 -2.304  -0.048
H: 3.338 1.078 -0.502  0.125
C: -4.428 1.659 -2.116  -0.054
O: 3.246 0.983 1.588  -0.002
H: -1.001 -1.174 3.366  0.124
C: -1.325 2.686 2.987  -0.054
C: -2.509 0.235 -2.119  -0.156
C: -1.077 -0.261 -0.368  -0.112
C: -3.575 0.787 -2.818  0.006
H: 0.065 -1.756 -1.619  0.144
C: -1.109 -0.088 3.268  -0.015
C: -1.556 -1.363 -3.842  0.013
H: 3.909 -3.291 -2.742  0.119
H: -2.257 -0.859 -4.513  0.089
H: -5.250 2.158 -2.633  0.114
H: -2.153 2.661 4.992  0.117
N: 2.985 -1.000 -0.462  -0.040
C: -3.172 1.291 -0.052  -0.005
H: -1.361 3.774 2.904  0.117
H: -4.919 2.558 -0.203  0.115
C: -1.742 2.064 4.175  -0.040
C: -1.630 0.673 4.307  -0.056
C: -0.807 0.506 2.012  -0.216
H: 4.584 0.991 -2.654  0.122
C: 4.163 0.071 -2.251  -0.028
C: -0.514 -0.364 0.904  0.081
C: 3.465 0.152 -1.057  0.012
H: 1.700 -1.344 3.275  0.065
C: 2.587 -0.701 3.199  -0.016
H: -1.941 0.179 5.230  0.116
H: -3.714 0.556 -3.873  0.109
H: 2.508 0.117 3.921  0.087
C: -4.234 1.899 -0.745  -0.048
C: 4.334 -1.157 -2.894  -0.052
C: -0.863 1.925 1.914  -0.026
C: 3.084 -2.204 -1.127  -0.037
H: -0.544 2.406 0.983  0.136
C: -2.257 0.520 -0.756  -0.097
N: -1.577 -0.723 -2.538  -0.056
H: 4.885 -1.224 -3.832  0.116
H: -0.011 -1.301 1.126  0.101
C: 2.749 -0.140 1.795  -0.481
C: 2.309 -1.003 0.752  -0.112
H: 1.902 -1.976 1.014  0.101
H: -3.074 1.409 1.025  0.108
H: 2.641 -3.048 -0.607  0.132

HOMO level ... -10.1 eV
Orbital gap ... 0.198 Ha
Largest force on an atom ... 1.7 eV/A
Energy relative to the best compared isomer or geometry (same formula, charge and spin) ... 49.7 kcal per mole
Total charge ... +1



3.
Density functional theory data (ωB97M-V with the def2-TZVPD basis set) for a structure of composition C24H23N2O9PbS4.

Last column: Löwdin charge in e.
Element x y z (Å)
C: -6.110 -18.215 10.418  -0.026
H: -5.519 -15.790 6.054  0.062
C: -9.691 -16.304 5.090  -0.169
C: -8.485 -9.971 7.879  -0.514
C: -4.404 -17.939 12.128  -0.037
O: -10.012 -18.715 5.644  0.274
H: -3.607 -14.727 6.713  0.128
C: -4.107 -16.653 11.674  0.024
H: -3.367 -16.021 12.134  0.125
C: -7.402 -9.663 8.900  -0.484
H: -8.123 -9.792 6.860  0.077
Pb: -6.665 -13.177 7.504  1.298
C: -2.906 -12.591 4.559  0.005
C: -5.741 -11.305 10.586  -0.495
H: -7.707 -11.279 11.469  0.072
S: -5.908 -10.702 8.875  0.832
H: -3.866 -18.371 12.960  0.115
C: -9.393 -13.074 10.263  -0.488
H: -7.016 -8.672 8.687  0.078
S: -9.211 -11.636 7.834  0.816
O: -3.992 -13.894 10.399  0.018
H: -2.154 -13.293 4.221  0.123
C: -3.918 -13.050 5.413  -0.235
O: -9.832 -17.663 8.507  0.199
N: -5.234 -14.892 8.678  -0.188
H: -7.780 -9.628 9.915  0.073
O: -7.634 -15.686 8.511  -0.399
N: -4.828 -12.204 5.922  -0.012
C: -9.843 -11.835 9.543  -0.478
S: -7.606 -13.371 10.329  0.869
C: -4.636 -14.854 9.897  -0.508
C: -9.803 -17.029 7.446  -0.199
O: -9.805 -16.246 3.859  0.228
C: -4.816 -16.164 10.581  -0.128
H: -3.494 -15.088 4.978  0.134
S: -6.263 -16.208 8.460  0.677
C: -2.885 -11.261 4.184  -0.029
H: -3.869 -9.360 4.444  0.111
C: -6.920 -11.982 11.240  -0.482
C: -5.400 -18.683 11.512  -0.054
C: -4.059 -14.511 5.725  -0.188
O: -10.396 -14.681 8.029  0.113
C: -9.166 -15.278 6.004  -0.218
C: -4.815 -10.925 5.556  -0.147
H: -9.743 -13.005 11.307  0.102
C: -5.767 -16.970 9.955  -0.226
O: -8.362 -14.322 5.762  -0.010
C: -9.933 -15.532 7.246  -0.240
H: -5.460 -10.440 11.179  0.089
O: -5.448 -14.857 5.689  -0.172
C: -9.823 -17.554 6.013  -0.116
H: -6.562 -12.379 12.196  0.095
H: -2.140 -10.878 3.510  0.115
H: -9.695 -10.933 10.131  0.081
H: -10.924 -11.931 9.404  0.086
H: -9.822 -13.968 9.799  0.055
H: -6.898 -18.788 9.941  0.128
C: -3.861 -10.406 4.703  -0.035
H: -5.586 -10.282 5.942  0.089
H: -5.644 -19.674 11.888  0.118
H: -9.318 -9.275 8.014  0.089
H: -4.884 -11.990 10.555  0.053
O: -5.874 -17.011 7.322  -0.272

HOMO level (alpha / beta) ... -11.2 / -11.2 eV
Orbital gap (alpha / beta) ... 0.180 / 0.138 Ha
Largest force on an atom ... 4.8 eV/A
Energy relative to the best compared isomer or geometry (same formula, charge and spin) ... 0.0 kcal per mole
Total charge ... +1



4.
Density functional theory data (ωB97M-V with the def2-TZVPD basis set) for an isolated molecule of C24H23N3O4.

Last column: Löwdin charge in e.
Element x y z (Å)
C: 0.007 1.160 1.626  0.075
C: -1.393 -1.543 5.431  -0.164
C: 1.353 -4.566 4.469  -0.127
C: 0.814 1.271 0.515  -0.175
H: 2.120 -4.345 3.737  0.109
H: 3.340 2.395 -2.694  0.126
H: 2.621 3.777 -1.816  0.131
C: 2.427 2.800 -2.263  -0.048
H: 0.516 -6.654 6.969  0.107
H: 2.373 1.716 -4.771  0.130
H: -0.838 -1.431 6.369  0.125
N: -0.564 -1.135 4.327  0.060
H: -2.330 -3.102 4.293  0.129
C: -0.078 1.557 -7.736  -0.076
H: -1.690 4.271 -3.804  0.103
H: -2.563 -3.254 6.043  0.112
O: -1.624 3.169 -6.249  -0.119
C: -2.812 3.869 -5.979  -0.084
N: 2.228 0.617 -1.111  0.203
C: 1.480 -5.629 5.346  -0.064
H: 2.348 -6.268 5.317  0.101
C: 1.521 0.172 -0.018  -0.210
H: 0.047 4.119 -2.114  0.116
C: 1.411 -1.080 0.570  0.002
O: -1.936 0.498 3.581  0.056
H: -0.998 1.061 -7.419  0.096
C: -0.799 3.709 -4.029  -0.011
C: -0.664 3.093 -5.267  -0.189
H: -3.358 3.433 -5.137  0.098
C: 0.611 -1.194 1.688  -0.029
H: 1.932 -1.928 0.155  0.112
C: -0.075 -0.094 2.222  -0.125
H: 0.435 0.935 -8.470  0.093
C: -0.962 -0.216 3.420  -0.457
C: 1.489 2.289 -4.543  0.051
H: 0.174 -1.793 4.104  0.087
C: -1.841 -3.004 5.265  -0.111
C: -0.679 -3.954 5.326  -0.280
H: -3.413 3.776 -6.883  0.095
H: -2.621 4.929 -5.782  0.097
C: 1.951 1.872 -1.206  -0.317
C: -0.632 -4.990 6.254  -0.019
O: 0.835 1.693 -6.672  -0.067
N: 0.308 -3.757 4.454  0.088
H: -0.325 2.521 -8.186  0.093
H: -0.546 1.992 2.031  0.130
C: 0.460 -5.840 6.261  -0.063
H: 0.493 -2.167 2.143  0.097
H: -1.441 -5.126 6.956  0.110
O: 1.103 2.349 -0.258  0.130
H: -2.263 -0.881 5.449  0.119
C: 0.190 3.628 -3.065  -0.039
C: 0.509 2.361 -5.529  -0.186
C: 1.352 2.919 -3.319  -0.222

HOMO level ... -8.0 eV
Orbital gap ... 0.321 Ha
SMILES string ... COc1ccc(Cc2nc3ccc(C(=O)NCCc4ccccn4)cc3o2)cc1OC
Largest force on an atom ... 1.4 eV/A
Energy relative to the best compared isomer or geometry (same formula, charge and spin) ... 41.9 kcal per mole
Total charge ... 0



5.
Density functional theory data (ωB97M-V with the def2-TZVPD basis set) for an isolated molecule of C24H23N3OS.

Last column: Löwdin charge in e.
Element x y z (Å)
H: -4.901 -3.215 1.164  0.109
H: 3.128 -4.875 -4.214  0.093
H: 3.623 -0.095 0.295  0.128
C: 1.782 -0.250 1.413  -0.146
C: 2.915 -4.064 -3.534  -0.118
H: 0.045 -0.375 -0.876  0.125
N: -3.443 -1.819 1.343  0.109
H: -6.163 -1.982 -0.595  0.102
H: -0.953 6.116 3.132  0.057
C: 2.359 -1.956 -1.762  -0.229
N: 1.315 1.085 1.069  -0.112
C: 0.120 2.964 2.014  -0.482
C: 1.066 3.879 1.677  -0.121
H: -5.296 0.219 -1.379  0.117
H: 4.310 -2.393 -0.958  0.097
C: -5.256 -1.560 -0.189  -0.051
C: -4.546 -2.258 0.803  -0.129
O: -1.202 -0.979 2.484  0.066
C: -4.778 -0.352 -0.620  -0.007
C: 1.725 -3.364 -3.625  -0.100
C: -1.853 1.802 0.201  -0.049
H: 3.122 -1.751 0.699  0.121
H: 1.973 3.620 1.165  0.108
C: -3.589 0.161 -0.062  -0.153
N: 2.093 -0.918 -0.905  -0.095
H: 0.497 -1.818 -2.839  0.096
C: 3.564 -2.667 -1.688  -0.036
C: -1.754 -0.186 1.538  -0.200
H: 0.574 2.067 -0.619  0.112
H: -1.436 2.767 -0.052  0.114
C: 3.829 -3.705 -2.558  -0.100
C: -1.193 1.021 1.169  -0.132
C: -2.956 -0.630 0.928  -0.152
H: 1.008 0.265 -2.228  0.127
H: 2.282 -0.193 2.386  0.130
H: 0.183 0.996 2.780  0.153
C: -3.008 1.395 -0.407  -0.024
H: 0.955 -0.968 1.498  0.118
C: 1.444 -2.329 -2.756  -0.035
C: 2.762 -0.774 0.368  -0.144
H: 1.362 6.048 1.898  0.099
C: 0.735 5.194 2.081  -0.186
H: -3.490 2.016 -1.146  0.113
C: 0.114 1.480 1.797  -0.275
C: -0.457 5.259 2.721  -0.413
C: 1.309 1.305 -0.366  -0.150
C: 1.031 0.027 -1.160  -0.137
H: 4.768 -4.234 -2.477  0.100
S: -1.204 3.712 2.851  1.051
H: 0.998 -3.631 -4.379  0.100
H: -1.804 -1.740 2.578  0.104
H: 2.296 1.685 -0.660  0.126

HOMO level ... -7.4 eV
Orbital gap ... 0.274 Ha
SMILES string ... Oc1c([C@H](c2cccs2)N2CCN(c3ccccc3)CC2)ccc2cccnc12
Largest force on an atom ... 0.7 eV/A
Energy relative to the best compared isomer or geometry (same formula, charge and spin) ... 42.0 kcal per mole
Total charge ... 0



6.
Density functional theory data (ωB97M-V with the def2-TZVPD basis set) for a structure of composition C24H23N5O2S2W.

Last column: Mulliken spin population.
Element x y z (Å)
H: 0.949 4.142 3.607  0.000
N: 2.113 2.353 2.156  -0.035
C: 2.202 2.675 -1.808  0.019
H: -0.194 -4.097 -4.238  0.001
C: -0.650 -2.776 -2.648  -0.006
H: 1.673 3.737 -3.585  0.001
N: -1.030 -1.238 -0.837  0.008
H: -0.888 -2.993 0.886  0.000
H: -5.869 -3.578 1.430  0.000
C: 2.600 0.961 3.840  0.016
H: 3.006 -0.212 5.456  0.003
C: -2.420 -1.552 -0.737  0.001
H: 0.517 5.546 -2.308  0.000
O: 3.088 -0.368 -0.815  -0.017
H: 1.306 5.411 2.418  0.005
H: 2.323 1.347 5.816  -0.001
W: 2.996 1.012 0.758  2.383
H: 2.710 1.863 -2.313  0.003
H: -6.174 -2.301 -0.479  0.000
C: -5.114 -2.091 -0.556  0.000
C: 1.817 -0.625 -0.799  0.027
N: 2.123 2.135 3.502  0.001
H: -1.702 -3.024 -2.654  0.000
S: 6.304 2.226 0.691  0.506
H: -1.950 -2.527 2.213  0.000
H: 0.438 5.407 0.170  0.002
C: 2.063 -2.185 -2.647  0.010
H: 3.117 -1.944 -2.615  0.000
C: -2.870 -2.406 0.270  -0.001
C: 0.938 4.644 -0.408  -0.005
H: -2.170 -4.078 1.424  0.000
H: -0.201 4.503 2.304  0.006
C: 0.981 4.717 -1.793  0.015
C: -3.300 -0.980 -1.649  0.000
C: 0.206 -3.376 -3.536  0.008
C: 1.578 -3.086 -3.553  -0.002
C: -0.178 -1.833 -1.709  0.007
N: 2.650 0.673 5.145  -0.005
H: -4.459 -3.233 2.434  0.000
C: 1.525 3.417 1.701  0.043
C: 0.857 4.427 2.566  0.000
C: 1.213 -1.546 -1.719  -0.011
O: 1.168 0.029 0.104  -0.003
C: 4.867 1.711 0.771  -0.099
C: -4.651 -1.256 -1.564  0.000
C: -4.246 -2.665 0.363  0.000
H: -2.906 -0.325 -2.416  0.000
H: -4.431 -4.590 1.318  0.000
C: 1.622 3.717 -2.506  0.002
N: 2.169 2.610 -0.475  0.004
H: -0.618 -0.652 -0.129  -0.004
C: -4.781 -3.563 1.445  0.000
C: 1.542 3.576 0.233  0.056
H: 2.235 -3.573 -4.259  0.000
S: 3.164 -0.312 2.757  0.061
H: -5.345 -0.819 -2.269  0.000
C: -1.913 -3.035 1.245  0.000

HOMO level (alpha / beta) ... -10.2 / -10.3 eV
Orbital gap (alpha / beta) ... 0.232 / 0.204 Ha
Spin multiplicity ... 4
Largest force on an atom ... 0.2 eV/A
Energy relative to the best compared isomer or geometry (same formula, charge and spin) ... 0.0 kcal per mole
Total charge ... +1